Record 1
45
Properties=species:S:1:pos:R:3:lowdin_charge:R:1 method="wB97M-V/def2-TZVPD" homo_energy_ha="-0.429 / -0.429" s2=3.801 orbital_gap_ev="7.97 / 7.97" energy_ha=-9332.66580 spin_multiplicity=4 total_charge=+1 relative_energy_kcal_mol=3.0
Cr -1.186 1.405 -0.408 -0.09
C -4.220 3.489 -1.195 -0.32
Se -2.975 3.071 0.232 1.06
C -4.077 1.805 1.273 -0.46
C -4.344 0.497 0.555 -0.47
Se -2.710 -0.502 0.071 0.98
C -2.187 -1.011 1.886 -0.31
H -5.092 3.980 -0.765 0.04
H -4.498 2.590 -1.739 0.03
H -3.716 4.176 -1.874 0.05
H -5.020 2.312 1.504 0.09
H -3.532 1.642 2.208 0.08
H -4.883 0.667 -0.381 0.07
H -4.944 -0.170 1.183 0.09
H -3.090 -1.183 2.467 0.04
H -1.583 -0.215 2.320 0.03
H -1.616 -1.937 1.834 0.03
O 0.593 3.612 1.772 0.19
N 0.012 2.876 1.046 -0.59
O -0.619 1.866 1.446 -0.18
O -0.036 3.016 -0.198 -0.14
Cl -1.699 1.255 -2.511 0.10
C 2.439 1.115 0.156 -0.23
As 0.892 0.178 -0.586 1.15
C 1.580 -0.186 -2.370 -0.25
C 0.971 -1.612 0.302 -0.28
C 2.292 -2.270 0.065 -0.33
C 3.369 -1.981 0.901 -0.07
C 4.616 -2.528 0.665 -0.07
C 4.802 -3.382 -0.410 -0.07
C 3.731 -3.702 -1.228 -0.07
C 2.483 -3.149 -0.997 -0.06
H 3.346 0.528 -0.027 0.04
H 2.337 1.284 1.232 0.04
H 2.539 2.083 -0.345 0.05
H 2.576 -0.636 -2.300 0.04
H 1.643 0.760 -2.914 0.04
H 0.911 -0.858 -2.911 0.04
H 0.140 -2.204 -0.104 0.08
H 0.804 -1.449 1.373 0.08
H 3.211 -1.340 1.758 0.11
H 5.442 -2.291 1.319 0.11
H 5.774 -3.804 -0.611 0.11
H 3.868 -4.381 -2.055 0.11
H 1.653 -3.415 -1.637 0.12

***

Record 2
19
Properties=species:S:1:pos:R:3:lowdin_charge:R:1 method="wB97M-V/def2-TZVPD" homo_energy_ha=-0.345 smiles=CC[C@@H]1C[C@@]1(C)O orbital_gap_ev=10.34 energy_ha=-311.01534 spin_multiplicity=1 relative_energy_kcal_mol=27.6
C -0.122 1.409 -1.090 0.00
C -0.470 1.097 0.358 -0.53
O -0.534 2.215 1.206 0.01
C -1.356 -0.082 0.660 -0.04
C 0.110 -0.098 1.041 -0.21
C 1.184 -0.961 0.393 -0.22
C 0.687 -1.940 -0.665 -0.11
H -0.766 0.872 -1.794 0.08
H 0.917 1.166 -1.333 0.08
H -0.250 2.479 -1.280 0.08
H -1.153 2.847 0.824 0.10
H -2.076 0.008 1.469 0.11
H -1.688 -0.687 -0.183 0.10
H 0.267 0.080 2.102 0.14
H -0.061 -2.614 -0.234 0.08
H 1.693 -1.527 1.182 0.11
H 1.951 -0.302 -0.038 0.10
H 1.512 -2.545 -1.054 0.07
H 0.223 -1.427 -1.515 0.06

***

Record 3
25
Properties=species:S:1:pos:R:3:lowdin_charge:R:1 method="wB97M-V/def2-TZVPD" homo_energy_ha="-0.260 / -0.284" orbital_gap_ev="6.33 / 8.52" energy_ha=-3191.49889 spin_multiplicity=1 relative_energy_kcal_mol=68.9
C -0.535 2.682 0.229 -0.10
C -0.884 -3.694 0.380 -0.16
C -1.177 -1.344 1.619 -0.17
C 2.324 1.747 -2.149 -0.13
C 0.765 1.884 -0.197 -0.29
C -0.347 -2.643 1.367 -0.80
C 1.052 1.350 -1.559 -0.29
P 1.430 -2.293 1.159 0.45
Br 1.317 -1.430 -0.745 0.41
H -1.389 2.030 -0.110 0.07
H -0.656 2.897 1.294 0.06
H -0.560 3.683 -0.365 0.09
H -0.877 -3.414 -0.565 -0.01
H -0.231 -4.693 0.416 0.13
H -1.815 -3.881 0.672 0.02
H -0.563 -0.673 2.095 0.00
H -2.049 -1.447 2.358 0.09
H -1.656 -0.926 0.608 0.12
H 2.977 1.522 -1.379 0.06
H 2.468 1.055 -2.990 0.09
H 2.202 2.730 -2.422 0.06
H 0.633 1.097 0.470 0.03
H 1.432 2.616 0.039 0.07
H -0.318 -3.193 2.451 0.13
H 0.404 0.810 -2.262 0.08

***

Record 4
85
Properties=species:S:1:pos:R:3:lowdin_charge:R:1 method="wB97M-V/def2-TZVPD" homo_energy_ha=-0.398 smiles="CCOC(=O)OC.O=C1OCCO1.O=C1OCCO1.O=C1OCCO1.O=C1OCCO1.O=C1OCCO1.O=C1OCCO1.O=C1OCCO1" orbital_gap_ev=10.50 energy_ha=-2779.88863 spin_multiplicity=1
C -2.209 4.691 -8.103 -0.08
C -3.115 3.891 -7.145 -0.18
O -2.990 2.589 -7.475 0.08
C -2.008 2.451 -8.398 -0.57
O -1.650 1.355 -8.760 0.15
O -1.483 3.612 -8.685 0.08
H -1.383 5.189 -7.596 0.13
H -2.718 5.332 -8.822 0.13
H -4.155 4.194 -7.270 0.13
H -2.797 4.127 -6.130 0.13
C -5.378 -6.399 -0.776 -0.19
C -6.560 -6.469 0.155 -0.16
O -6.508 -7.798 0.524 0.08
C -5.232 -8.215 0.439 -0.52
O -4.875 -9.266 0.967 0.14
O -4.561 -7.394 -0.369 0.11
H -5.011 -5.375 -0.707 0.14
H -5.759 -6.489 -1.793 0.14
H -7.471 -6.116 -0.328 0.14
H -6.433 -5.799 1.006 0.13
C 1.993 3.863 4.734 -0.14
C 0.697 3.204 4.637 -0.18
O 0.979 1.865 4.390 0.06
C 2.297 1.761 3.970 -0.49
O 2.875 0.732 3.645 0.13
O 2.847 2.995 3.992 0.07
H 2.343 3.887 5.766 0.13
H 1.978 4.919 4.462 0.14
H 0.063 3.638 3.865 0.14
H 0.276 3.183 5.643 0.14
C 8.398 3.773 0.300 -0.09
C 8.121 2.342 0.693 -0.16
O 8.296 2.349 2.091 0.05
C 9.249 3.304 2.394 -0.53
O 9.929 3.365 3.396 0.14
O 9.336 4.168 1.370 0.06
H 7.515 4.403 0.190 0.13
H 8.870 3.668 -0.676 0.13
H 8.852 1.706 0.194 0.13
H 7.094 2.059 0.459 0.14
C -1.656 -4.114 5.456 -0.18
C -1.458 -4.118 3.972 -0.06
O -2.626 -3.455 3.416 0.14
C -3.434 -3.169 4.314 -0.58
O -4.515 -2.539 4.265 0.10
O -2.852 -3.472 5.514 0.05
H -0.940 -3.551 6.055 0.14
H -1.777 -5.074 5.958 0.14
H -1.391 -5.202 3.874 0.13
H -0.553 -3.676 3.553 0.14
C -0.532 -0.091 -2.818 -0.13
C 0.295 -0.802 -1.811 -0.13
O 1.655 -0.478 -2.095 0.10
C 1.685 0.515 -2.936 -0.55
O 2.656 1.197 -3.284 0.11
O 0.418 0.821 -3.317 0.05
H -1.266 0.501 -2.271 0.14
H -0.913 -0.718 -3.624 0.14
H 0.112 -1.875 -1.869 0.13
H 0.035 -0.582 -0.776 0.13
C 4.506 -6.750 1.891 -0.15
C 4.173 -6.062 0.571 -0.12
O 3.749 -7.191 -0.092 0.09
C 3.246 -8.060 0.727 -0.61
O 2.665 -9.095 0.431 0.14
O 3.600 -7.776 1.955 0.10
H 4.536 -6.073 2.745 0.13
H 5.518 -7.154 1.917 0.14
H 5.021 -5.690 -0.005 0.14
H 3.420 -5.278 0.646 0.13
C -5.222 4.157 0.197 -0.05
C -4.441 4.851 -0.924 -0.26
O -3.197 4.997 -0.386 0.03
C -2.305 5.797 -0.915 -0.51
O -2.540 6.617 -1.847 0.08
O -1.138 5.647 -0.228 -0.01
C 0.034 6.281 -0.658 -0.06
H -4.920 4.618 1.137 0.08
H -4.811 3.147 0.194 0.08
H -6.298 4.146 0.024 0.08
H -4.955 5.797 -1.094 0.13
H -4.389 4.313 -1.870 0.13
H 0.816 6.225 0.100 0.09
H -0.150 7.346 -0.797 0.10
H 0.422 5.779 -1.544 0.10